No. 1
A cluster of 13 separate species, C36H81N14O26PS4 in total. Source: the Open Molecules 2025 dataset; level of theory: ωB97M-V with the def2-TZVPD basis set.

Computed properties:
- LUMO (eV) = -1.8
- highest occupied orbital energy (eV) = -8.32

```
162
C36H81N14O26PS4 (ωB97M-V with the def2-TZVPD basis set)
S 5.429 -0.307 5.534
S 0.705 -2.577 1.961
S -4.195 -0.284 1.346
S -3.508 0.822 -1.450
P 0.739 -1.334 0.443
O -1.895 -0.994 -8.135
O -9.730 -0.787 4.471
O -2.784 5.337 6.337
O -3.744 -4.888 -1.251
O -3.130 -2.490 6.289
O 0.505 -0.143 -4.569
O 3.273 -0.461 0.965
O -0.489 1.755 -5.086
O -4.334 2.252 5.485
O 3.318 -6.138 -2.575
O -3.941 -1.162 -7.337
O 4.370 -4.005 7.716
O -5.989 -2.941 -10.741
O 1.956 -7.518 3.063
O 5.504 3.097 -3.045
O -1.480 5.678 8.080
O 7.129 1.903 -2.158
O -7.768 -2.524 -11.973
O 0.145 -8.144 4.148
O 2.267 2.188 0.382
O -5.555 -5.514 -0.165
O -7.914 0.459 4.413
O 5.166 -6.541 -3.705
O -5.626 3.165 7.018
O 3.611 -4.400 5.686
O -3.889 -2.885 4.260
N -5.188 3.061 5.867
N -7.149 3.528 1.576
N -3.888 -2.277 5.336
N 3.948 -6.637 -3.515
N -4.691 -4.689 -0.481
N -3.111 -1.184 -8.253
N -2.035 4.955 7.244
N -5.379 2.143 0.373
N 3.612 -3.792 6.763
N -7.168 -2.598 -10.894
N 1.009 -7.319 3.832
N -0.456 0.524 -4.970
N -9.112 0.249 4.195
N 6.694 2.800 -2.890
C 7.690 3.597 -3.656
C 3.095 -2.473 -0.715
C 5.431 7.089 -0.237
C -6.787 4.177 0.236
C 5.388 5.705 0.699
C -1.068 2.250 -1.148
C -1.705 0.749 -0.940
C 0.904 -5.960 4.430
C 2.612 -2.704 6.932
C 4.707 -2.498 -1.022
C 2.991 -3.224 -3.377
C 4.702 3.153 0.596
C 5.263 0.691 1.952
C 3.118 -1.710 -3.994
C -7.929 -2.245 -9.666
C -9.887 1.338 3.542
C 4.450 4.629 -0.147
C 3.164 -7.423 -4.505
C -4.888 -1.189 5.505
C 4.557 -1.018 4.011
C -5.734 3.992 4.843
C 1.561 2.922 -0.679
C -6.257 2.301 1.604
C 2.209 -3.108 -1.942
C 4.294 0.530 0.597
C 5.531 -0.744 2.721
C 3.689 1.976 0.072
C -1.689 -0.218 -5.348
C -1.781 3.492 7.332
C 0.520 2.023 -1.573
C -4.796 -3.330 0.117
C -4.447 0.965 0.176
C -3.617 -1.465 -9.624
C -5.633 3.308 -0.566
C 2.546 -0.986 -0.199
C 6.946 7.756 -0.190
H 1.901 -4.216 -1.629
H 1.981 -2.965 7.785
H -1.322 3.180 6.392
H 3.337 4.996 -0.043
H -1.150 -0.103 -1.542
H -6.260 1.530 2.486
H 4.716 4.606 -1.297
H 0.792 0.885 -1.622
H -7.937 -3.124 -9.018
H 5.032 0.164 -0.254
H -2.742 2.999 7.489
H 5.829 2.876 0.315
H -10.281 0.945 2.602
H -3.120 -2.370 -9.979
H -3.370 -0.604 -10.249
H 2.561 -0.298 -1.145
H -1.519 -1.286 -5.197
H 2.265 3.481 -1.442
H -4.900 4.576 4.449
H -1.655 0.508 0.208
H 4.865 6.016 1.719
H 6.307 1.155 1.698
H 6.803 8.893 -0.506
H 3.985 -3.841 -3.358
H -5.119 3.504 -1.613
H -10.693 1.622 4.222
H 5.388 -2.214 -0.114
H 3.842 -7.801 -5.273
H -3.882 -3.150 0.687
H -4.900 -2.616 -0.703
H 4.501 -2.193 4.203
H 4.656 1.361 2.732
H -1.211 2.950 -0.218
H -5.671 -3.298 0.769
H 1.195 -2.527 -2.158
H 7.469 3.469 -4.718
H 7.583 4.640 -3.351
H -1.892 -0.005 -6.400
H 0.301 -0.043 0.994
H 5.047 -3.552 -1.415
H -6.199 3.387 4.062
H 3.160 -1.777 7.112
H 4.934 -1.718 -1.875
H 0.800 -5.247 3.610
H -9.222 2.184 3.358
H -6.472 4.644 5.316
H 6.645 -0.693 3.140
H 8.692 3.228 -3.424
H 1.818 -5.780 5.000
H -7.416 -1.406 -9.190
H -5.485 -1.113 4.594
H 3.768 1.935 -1.119
H -5.519 -1.450 6.358
H 2.388 -1.024 -3.345
H -1.655 2.733 -2.061
H 3.450 -0.654 3.886
H 0.596 2.423 -2.695
H -0.144 -1.809 -0.596
H 4.183 -1.229 -3.923
H -4.340 -0.262 5.686
H 6.155 0.806 5.039
H -1.108 3.301 8.171
H 2.657 -1.729 -5.075
H 2.420 -6.755 -4.943
H 0.938 3.779 -0.134
H 2.015 -2.628 6.020
H 4.588 7.858 0.055
H -2.498 0.138 -4.707
H 6.464 5.291 0.932
H 0.029 -5.928 5.083
H 7.326 7.646 0.920
H -8.946 -1.965 -9.948
H -4.698 -1.611 -9.578
H 5.262 6.753 -1.361
H 2.928 -3.198 0.219
H -7.248 5.175 -0.225
H 4.583 3.389 1.760
H 2.256 -3.817 -4.108
H 7.596 7.157 -0.973
H 5.496 -1.658 1.991
H 2.690 -8.249 -3.969
```


No. 2
A cluster of 15 separate species, C36H81N7O8 in total. Source: the Open Molecules 2025 dataset; level of theory: ωB97M-V with the def2-TZVPD basis set.

Computed properties:
- LUMO (eV) = -0.3
- highest occupied orbital energy (eV) = -10.00

```
132
C36H81N7O8 (ωB97M-V with the def2-TZVPD basis set)
O 9.095 17.843 15.124
O 10.640 9.853 16.048
O 14.168 16.489 8.258
O 17.085 10.718 11.265
O 10.894 11.911 14.084
O 13.240 14.428 9.795
O 15.617 9.079 13.126
O 12.707 13.584 12.454
N 12.916 15.948 15.749
N 21.113 13.019 15.548
N 12.767 7.055 12.607
N 7.038 13.748 11.648
N 16.833 17.000 13.919
N 20.676 13.831 10.416
N 16.199 9.499 17.845
C 14.707 19.622 12.460
C 13.213 15.960 16.859
C 15.110 15.667 18.497
C 13.630 15.994 18.241
C 17.251 13.032 15.156
C 13.190 16.121 7.300
C 14.700 18.082 12.686
C 18.004 13.267 13.827
C 9.720 16.605 15.483
C 16.009 20.114 11.750
C 10.263 8.797 10.483
C 19.972 14.470 9.774
C 9.728 16.053 12.068
C 11.188 8.724 15.385
C 9.294 14.972 11.054
C 10.839 17.009 11.566
C 13.737 9.854 18.714
C 12.260 9.494 11.799
C 19.317 12.471 13.714
C 17.678 15.693 9.679
C 15.127 9.694 18.237
C 13.920 13.418 13.185
C 8.056 14.301 11.371
C 16.939 14.523 10.235
C 13.171 13.196 9.150
C 16.471 10.560 9.994
C 13.273 11.354 18.680
C 10.788 9.807 11.487
C 16.153 16.161 17.509
C 13.329 11.916 17.244
C 12.548 8.139 12.288
C 15.898 17.473 13.368
C 20.307 12.758 14.725
C 10.343 13.023 14.816
C 19.044 15.271 8.951
C 15.876 9.551 14.427
H 13.101 16.931 6.576
H 16.136 19.628 10.783
H 12.812 13.957 11.575
H 18.223 14.302 13.564
H 12.840 9.730 10.907
H 13.577 9.487 19.728
H 14.579 17.522 11.759
H 16.278 17.244 17.536
H 13.435 17.003 18.606
H 10.688 8.423 14.464
H 13.829 17.880 13.309
H 11.140 13.705 15.112
H 15.917 21.165 11.475
H 12.226 8.875 15.090
H 17.878 13.310 16.004
H 17.620 14.033 10.931
H 12.226 15.820 7.710
H 8.884 16.683 12.350
H 12.923 15.290 18.680
H 15.382 8.898 15.146
H 14.603 20.148 13.409
H 14.486 14.341 13.307
H 11.714 16.452 11.233
H 13.845 13.227 8.294
H 9.973 12.709 15.792
H 16.692 10.137 11.921
H 17.012 11.077 9.201
H 12.268 11.471 19.085
H 13.630 12.519 9.871
H 14.327 11.785 16.826
H 12.574 10.220 12.548
H 10.778 10.826 11.102
H 16.360 9.512 9.715
H 10.633 17.678 10.730
H 13.199 12.997 17.193
H 15.914 8.166 13.125
H 16.067 14.833 10.811
H 17.326 13.015 13.011
H 10.825 10.580 15.448
H 14.486 12.782 12.504
H 17.140 15.700 17.519
H 13.853 12.033 19.306
H 19.750 12.625 12.726
H 9.934 16.485 16.545
H 15.282 15.958 19.533
H 18.799 14.597 8.130
H 13.477 15.212 6.771
H 15.745 16.065 16.503
H 9.182 15.717 15.152
H 17.064 16.230 8.957
H 13.242 9.176 18.020
H 16.271 13.508 15.176
H 12.660 11.399 16.557
H 13.507 15.102 9.166
H 16.929 9.507 14.705
H 10.676 16.552 14.962
H 15.534 10.578 14.557
H 10.050 7.836 10.952
H 15.455 10.951 10.056
H 13.863 19.797 11.792
H 11.116 17.669 12.388
H 15.007 16.733 7.860
H 10.071 14.208 11.024
H 11.198 7.884 16.079
H 9.205 15.399 10.055
H 17.156 11.964 15.352
H 19.567 16.181 8.657
H 13.793 12.923 14.148
H 11.411 12.356 13.409
H 9.555 13.560 14.288
H 19.083 11.409 13.783
H 9.275 9.108 10.144
H 12.185 12.908 8.785
H 10.176 9.751 12.388
H 10.867 8.782 9.575
H 10.052 15.539 12.973
H 16.636 13.818 9.462
H 16.920 20.075 12.347
H 17.937 16.366 10.496
H 15.162 14.585 18.617
H 9.613 18.610 15.379
```


No. 3
A cluster of 18 separate species, C36H82BN18O40S in total. Source: the Open Molecules 2025 dataset; level of theory: ωB97M-V with the def2-TZVPD basis set.

Computed properties:
- LUMO (eV) = -4.5
- net charge = +1
- highest occupied orbital energy (eV) = -11.35

```
178
C36H82BN18O40S (ωB97M-V with the def2-TZVPD basis set)
S -4.539 -4.597 3.951
O -2.513 -9.979 3.656
O -10.106 6.916 0.737
O 12.222 2.300 3.620
O 9.008 1.691 -0.508
O -5.063 8.568 0.820
O -10.631 2.333 0.233
O 4.977 -3.338 -5.631
O -1.917 -2.619 -3.393
O 7.799 0.575 -11.622
O -4.128 -0.982 -2.144
O -3.606 1.119 -1.170
O 12.903 2.590 1.597
O -7.616 -9.512 3.625
O -0.500 -11.808 7.545
O 0.077 -3.537 -2.977
O -9.881 9.043 0.464
O -6.271 4.385 -0.700
O -3.180 6.097 2.164
O -3.323 -8.670 2.152
O 12.904 0.258 -1.405
O -9.632 0.799 1.370
O 3.928 0.028 -2.771
O -5.462 4.158 1.279
O 7.162 0.821 -9.579
O 2.083 0.474 -1.766
O -1.334 6.130 3.271
O 9.970 2.730 1.112
O -7.265 8.240 -1.051
O -8.151 7.306 -2.776
O 1.576 -0.911 2.719
O 4.856 3.656 -1.237
O 5.577 -2.497 -7.521
O -6.856 -7.594 3.016
O -5.658 8.024 2.829
O 1.589 5.264 -3.079
O 0.924 -3.019 3.034
O 0.052 -13.529 6.373
O 4.202 3.386 0.797
O 14.714 0.044 -0.259
O 0.313 4.039 -1.859
N -7.298 7.977 -2.234
N -6.070 4.785 0.431
N 3.004 0.764 -2.511
N 4.787 -2.659 -6.615
N 1.231 4.818 -2.012
N -10.339 7.963 0.166
N -3.302 -9.140 3.270
N 13.076 2.305 2.764
N 9.936 2.320 -0.024
N -7.648 -8.514 2.942
N -5.254 8.811 1.996
N 7.391 0.151 -10.564
N -9.649 1.826 0.722
N -2.444 -0.841 -0.243
N -2.231 5.559 2.688
N 5.053 3.370 -0.070
N 13.725 -0.398 -0.795
N -0.269 -12.367 6.495
C -6.596 6.122 0.799
C -3.284 -4.060 -1.327
C -2.152 4.077 2.627
C 4.361 -3.004 3.066
C 0.728 -1.954 2.523
C 3.935 -1.525 3.073
C 14.461 1.930 3.159
C 2.862 -1.177 2.036
C 11.102 2.594 -0.905
C -1.460 0.032 0.138
C -11.262 7.923 -0.999
C 13.500 -1.866 -0.695
C 6.437 2.971 0.306
C -2.457 -2.139 0.273
C 2.969 2.101 -3.147
C -3.232 -3.388 3.547
C -0.452 -0.330 1.050
C 0.787 -2.560 -2.207
C -4.325 -8.642 4.228
C -6.211 8.516 -3.094
C 1.978 5.235 -0.795
C -1.818 -4.322 -1.700
C -1.880 -4.085 3.230
C -0.394 -11.547 5.259
C -8.352 2.524 0.504
C 3.473 -1.966 -6.713
C -4.624 1.471 -0.190
C -1.432 -3.979 1.765
C 2.259 -2.617 -2.568
C -1.442 -2.566 1.201
C -3.553 -3.119 -0.098
C 7.152 -1.315 -10.473
C -1.267 -3.400 -2.757
C -4.971 10.191 2.469
C -0.430 -1.638 1.588
C -8.734 -8.395 1.932
B -3.449 -0.247 -1.228
H 0.308 -10.723 5.344
H 3.727 -3.583 3.740
H -3.087 -2.716 4.391
H 0.316 0.370 1.351
H -4.211 10.119 3.241
H 2.754 -3.493 -2.141
H 0.651 -2.843 -1.154
H 11.836 3.152 -0.341
H 6.456 2.748 1.366
H 15.103 2.777 2.936
H 3.443 -1.403 -7.639
H 2.387 4.333 -0.352
H -4.184 -9.145 5.178
H 3.084 -0.263 1.488
H -5.355 -4.530 2.884
H 3.856 2.643 -2.835
H 2.956 1.958 -4.223
H -6.143 6.839 0.138
H -9.306 -7.504 2.174
H 2.771 5.911 -1.094
H -5.707 7.668 -3.549
H 3.385 -1.310 -5.853
H 10.738 3.169 -1.753
H 14.467 1.702 4.218
H 6.699 2.098 -0.281
H -8.443 3.517 0.933
H -7.677 6.095 0.669
H 6.792 -1.546 -9.477
H 4.323 -3.449 2.070
H -2.018 -5.151 3.426
H -12.101 8.575 -0.771
H -3.844 -3.753 -2.207
H -4.178 -7.572 4.323
H -4.477 2.482 0.225
H 2.748 -1.720 -2.209
H -6.333 6.322 1.823
H 14.355 -2.357 -1.151
H 14.745 1.064 2.567
H -10.709 8.281 -1.862
H -1.135 -3.742 3.944
H -6.675 9.144 -3.849
H 2.740 -1.977 1.300
H -1.438 1.031 -0.282
H -7.571 1.957 0.998
H 5.383 -3.080 3.443
H -5.897 10.593 2.870
H -1.137 -4.363 -0.849
H 2.701 -2.731 -6.700
H -3.734 -3.767 0.758
H 2.070 2.607 -2.814
H -5.083 -0.867 -2.094
H -4.501 -2.616 -0.273
H -8.263 -8.304 0.958
H -1.413 -11.186 5.208
H -5.533 9.087 -2.471
H 13.427 -2.112 0.360
H 6.411 -1.571 -11.225
H -0.160 -12.171 4.405
H -1.772 -5.318 -2.158
H -3.612 -2.795 2.713
H -11.589 6.900 -1.142
H -3.695 -5.036 -1.050
H 12.583 -2.110 -1.218
H 1.283 5.729 -0.121
H -2.145 3.708 3.649
H 7.092 3.804 0.071
H -9.351 -9.284 1.987
H 3.553 -1.247 4.056
H 8.096 -1.813 -10.672
H -5.295 -8.864 3.816
H -5.578 1.527 -0.720
H -8.181 2.577 -0.566
H -0.412 -4.352 1.643
H -2.051 -4.648 1.167
H 11.509 1.635 -1.223
H 0.431 -1.549 -2.427
H -1.225 3.829 2.115
H -4.621 10.778 1.628
H 4.812 -0.905 2.869
H -4.646 0.789 0.669
H -3.017 3.711 2.084
H 2.386 -2.723 -3.648
```


Looking at Kohn-Sham gap for the records above, in order, we have 0.2379, 0.3582, 0.2520 Eh.
Looking at E for the records above, in order, we have -6075.49342, -2405.27438, -5837.40052 Eh.